Here is a molecular structure, C14H14N4O6Zn from the Open Molecules 2025 dataset. Energies are from ωB97M-V with the def2-TZVPD basis set.

Summary:
E_LUMO ... 0.079 eV
Net charge ... 0

Geometry (Å):
Zn -0.195 0.360 0.395
O -4.341 0.303 -0.661
C -3.526 1.042 0.087
O -3.497 1.026 1.291
C -2.694 2.005 -0.715
C -3.253 2.924 -1.577
C -2.416 3.885 -2.137
C -1.070 3.890 -1.816
C -0.591 2.904 -0.966
N -1.392 1.984 -0.439
C 0.889 2.815 -0.575
O 1.620 3.709 -0.954
O 1.196 1.785 0.136
H -4.715 -0.384 -0.079
H -4.313 2.896 -1.790
H -2.823 4.629 -2.809
H -0.374 4.621 -2.201
N -1.001 0.091 2.350
N -1.592 -1.206 2.267
C -2.163 -1.541 0.989
O -3.091 -2.332 1.000
O -1.625 -0.972 -0.024
H -0.369 0.112 3.141
H -1.727 0.796 2.473
H -2.279 -1.373 2.991
C 4.864 -3.599 -0.176
C 3.646 -2.726 -0.058
C 2.715 -2.901 0.956
C 1.609 -2.075 1.020
N 1.389 -1.092 0.146
C 2.285 -0.912 -0.832
C 3.405 -1.703 -0.972
H 4.912 -4.329 0.630
H 5.772 -2.995 -0.147
H 4.861 -4.137 -1.125
H 2.842 -3.683 1.693
H 0.849 -2.213 1.782
H 2.098 -0.091 -1.511
H 4.095 -1.514 -1.785

Cartesian forces (eV/Å) of the 6 atoms listed first:
0.171 -0.022 0.103
0.103 -0.045 0.239
-0.264 0.178 -0.321
0.084 -0.161 0.104
0.026 -0.139 0.137
-0.030 0.062 -0.076



Here is 2 unconnected molecules or ions with the total composition C6H9NO2 in a non-equilibrium geometry from the Open Molecules 2025 dataset. Energies are from ωB97M-V with the def2-TZVPD basis set.

Summary:
E_LUMO ... 0.039 eV
ΔE to the lowest compared entry with this formula, charge and spin ... 435.1 kJ/mol
Net charge ... 0
SMILES ... C/C(O)=C(\N)C=O.C#C

Geometry (Å):
C 0.202 0.369 -1.737
C 0.616 0.134 -0.315
O 1.841 -0.408 -0.110
C 0.100 0.928 0.722
N -0.806 1.961 0.388
C 0.206 0.492 2.060
O 0.549 -0.669 2.402
H -0.876 0.502 -1.795
H 0.511 -0.465 -2.366
H 0.683 1.277 -2.113
H 2.042 -1.040 -0.813
H -0.395 2.703 -0.164
H -1.300 2.333 1.188
H -0.257 1.148 2.816
C -0.384 -2.035 0.276
C -1.082 -2.614 -0.521
H 0.066 -1.612 1.355
H -1.715 -3.004 -1.274

Cartesian forces (eV/Å) of the 6 atoms listed first:
-0.052 -0.237 0.240
0.800 2.060 0.486
-0.522 -0.200 -0.092
0.213 -0.941 -1.391
-0.024 -0.074 0.010
-0.108 -1.657 0.686



Here is a molecular structure, C24H38BeCaCl6F3N4O13S2 in a non-equilibrium geometry from the Open Molecules 2025 dataset. Energies are from ωB97M-V with the def2-TZVPD basis set.

Summary:
E_LUMO ... -6.102 eV
Net charge ... +1

Geometry (Å):
C 2.775 -1.396 4.067
C 1.731 -0.407 3.585
C 0.500 -1.183 3.169
C -0.638 -0.225 2.830
N -1.799 -0.839 2.149
C -2.414 -2.029 2.811
O -3.468 -1.885 3.382
O -1.760 -3.060 2.594
H 2.475 -1.837 5.015
H 2.741 -2.196 3.312
H 3.776 -0.964 4.097
H 2.113 0.165 2.745
H 1.491 0.305 4.348
H 0.151 -1.782 4.008
H 0.715 -1.925 2.381
H -0.263 0.575 2.198
H -0.976 0.238 3.746
H -1.543 -1.154 1.222
Be -2.643 -0.017 0.303
C -3.251 -3.454 -0.971
Cl -4.958 -3.059 -0.955
Cl -2.901 -4.535 0.349
Cl -2.856 -4.206 -2.550
Cl -2.292 -1.927 -0.858
N -2.534 4.241 -1.867
S -2.383 4.966 -3.275
O -2.601 4.129 -4.411
O -1.356 5.941 -3.362
F -3.701 5.829 -3.213
S -1.416 3.206 -1.568
O -1.763 2.351 -0.477
O -0.071 3.657 -1.628
F -1.497 2.162 -2.810
Cl -4.416 1.424 -0.749
Ca 3.784 -3.348 2.657
O 1.376 -4.577 6.870
Cl 2.566 -3.869 7.247
O 2.276 -2.476 7.466
O 3.522 -3.952 6.132
O 3.165 -4.454 8.403
C -0.195 -2.071 -3.515
N -0.661 -1.570 -4.834
C -0.064 -0.498 -5.380
C -0.449 -0.032 -6.613
C -1.467 -0.677 -7.311
C -2.079 -1.769 -6.708
C -1.661 -2.195 -5.471
C -1.882 -0.236 -8.669
C -1.830 -1.110 -9.750
C -2.263 -0.697 -10.988
N -2.740 0.543 -11.167
C -2.780 1.415 -10.147
C -2.355 1.050 -8.895
C -3.250 0.967 -12.494
H -0.275 -1.258 -2.802
H 0.837 -2.397 -3.619
H -0.829 -2.908 -3.207
H 0.730 -0.033 -4.813
H 0.063 0.824 -7.029
H -2.890 -2.295 -7.193
H -2.113 -3.040 -4.975
H -1.452 -2.117 -9.640
H -2.242 -1.350 -11.847
H -3.171 2.400 -10.358
H -2.419 1.773 -8.094
H -2.700 1.849 -12.809
H -4.309 1.189 -12.395
H -3.106 0.166 -13.209
C 7.836 0.289 5.141
C 6.717 -0.614 5.614
O 6.191 -1.398 4.522
H 7.480 0.959 4.357
H 8.225 0.887 5.963
H 8.656 -0.297 4.718
H 5.892 -0.030 6.014
H 7.067 -1.292 6.394
H 6.915 -1.925 4.174
O 1.309 2.142 5.193
C 0.868 2.440 6.263
O 0.297 1.475 7.023
C -0.108 1.670 8.378
C -1.491 2.282 8.468
C 0.857 3.873 6.741
H 0.639 2.246 8.926
H -0.120 0.676 8.821
H -1.522 3.274 8.016
H -1.803 2.369 9.509
H -2.211 1.663 7.934
H 0.003 4.384 6.301
H 1.771 4.350 6.398
H 0.826 3.981 7.823
F 1.602 2.245 2.846

Cartesian forces (eV/Å) of the 6 atoms listed first:
-0.527 1.006 0.533
0.339 -0.925 -1.177
-0.651 -0.026 0.763
0.315 0.316 -0.774
-0.904 2.398 -2.684
-0.888 -1.598 -0.039



| no. | HOMO level (eV) | calculated total energy (eV) | HOMO-LUMO gap (eV) |
| --- | --- | --- | --- |
| 1 | -9.38 | -81412.1118 | 9.5 |
| 2 | -8.12 | -11948.8092 | 8.2 |
| 3 | -7.67 | -181853.5393 | 1.6 |